A cluster of 2 separate species, C6H12NO2PS3 in total at a distorted geometry. Source: the OMol25 dataset; level of theory: ωB97M-V/def2-TZVPD.

```
25
C6H12NO2PS3, DFT ωB97M-V/def2-TZVPD
C -3.074 1.156 -1.564
C -2.206 1.613 -2.653
H 0.214 -2.722 0.007
C -0.753 2.763 0.497
H -1.706 2.508 -2.374
H 2.705 -1.920 3.123
P -1.519 -0.398 -0.096
H -1.546 3.372 1.033
H -1.029 2.490 -0.565
S 0.369 -0.493 -1.101
O 3.191 -2.169 -0.257
H -2.881 1.935 -3.573
H 2.769 -0.213 3.031
H 3.881 -1.329 1.954
S -1.925 -2.070 0.789
O -4.107 1.295 -1.090
H 0.919 -1.430 1.744
C 2.856 -1.161 2.459
H 1.235 -2.644 -1.598
S -1.142 1.168 1.384
H -1.450 0.895 -2.991
H 0.272 2.877 0.888
C 2.110 -1.979 0.202
N 1.879 -1.406 1.393
C 0.941 -2.138 -0.642
```

Values from the calculation:
* molecular weight: 257.3 g mol⁻¹
* HOMO (alpha / beta): -8.078 / -8.078 eV
* energy: -1976.9149 a.u.
* frontier orbital gap (alpha / beta): 0.26854 / 0.26862 hartree
* E_LUMO (alpha / beta): -0.8 / -0.8 eV
* max |F|: 3.5 eV/Å